Below is C21H19F2N5ORuS2 as an isolated structure, with properties calculated with ωB97M-V/def2-TZVPD.

Values from the calculation:
E_LUMO (alpha / beta) = -3.593 / -3.513 eV
gap between HOMO and LUMO (alpha / beta) = 7.58 / 7.81 eV
energy above the lowest of the compared OMol25 structures with the same formula, charge and spin = 2.976 eV

ORCA input file:
```
! RIJCOSX wB97M-V def2-TZVPD def2/J DEFGRID3
* xyz 1 2
Ru 0.256 -0.036 -0.318
O -3.262 -1.404 -2.439
C -2.434 -0.776 -1.793
N -1.230 -1.234 -1.415
C -0.917 -2.594 -1.756
C 0.253 -3.108 -0.971
C 0.823 -4.347 -1.260
C 1.911 -4.776 -0.526
C 2.408 -3.958 0.482
C 1.790 -2.743 0.706
N 0.735 -2.334 0.003
C -2.725 0.611 -1.294
C -3.970 1.173 -1.557
C -4.256 2.425 -1.043
C -3.284 3.064 -0.286
C -2.069 2.434 -0.078
N -1.790 1.236 -0.578
H -0.691 -2.668 -2.832
H -1.800 -3.231 -1.586
H 0.423 -4.949 -2.059
H 2.378 -5.725 -0.737
H 3.261 -4.255 1.073
H 2.142 -2.074 1.482
H -4.670 0.603 -2.153
H -5.212 2.890 -1.224
H -3.469 4.034 0.147
H -1.300 2.915 0.511
C -0.558 -1.812 3.017
C 0.097 -0.488 3.093
N 0.436 0.243 2.071
C 1.007 1.435 2.447
C 1.114 1.592 3.800
S 0.475 0.237 4.625
C 1.389 2.412 1.444
C 2.035 3.600 1.652
S 2.230 4.455 0.181
C 1.410 3.168 -0.648
N 1.046 2.201 0.137
C 1.152 3.207 -2.105
H -0.927 -1.981 2.004
H -1.384 -1.861 3.721
H 0.148 -2.604 3.275
H 1.522 2.421 4.336
H 2.421 4.003 2.563
H 0.957 4.224 -2.436
H 0.303 2.562 -2.338
H 2.015 2.845 -2.663
F 2.249 -1.373 -2.169
C 2.102 -0.115 -1.665
F 2.843 -0.114 -0.483
H 2.614 0.570 -2.357
*
```

---

Below is C21H19GaN3O4S as an isolated structure, with properties calculated with ωB97M-V/def2-TZVPD.

Values from the calculation:
E_LUMO = -4.271 eV
gap between HOMO and LUMO = 7.32 eV
energy above the lowest of the compared OMol25 structures with the same formula, charge and spin = 0.000 eV

ORCA input file:
```
! RIJCOSX wB97M-V def2-TZVPD def2/J DEFGRID3
* xyz 1 1
Ga -0.052 0.038 0.428
C 0.405 -2.867 3.541
C 0.557 -1.913 2.412
N -0.361 -1.162 1.952
N -1.694 -1.238 2.274
C -2.368 -0.833 1.218
O -1.800 -0.449 0.085
C -3.835 -0.812 1.259
C -4.501 -0.826 2.483
C -5.884 -0.830 2.506
C -6.600 -0.835 1.315
C -5.936 -0.821 0.097
C -4.551 -0.802 0.065
C 1.791 -1.836 1.573
C 2.991 -2.419 1.927
C 4.050 -2.365 1.029
C 3.878 -1.738 -0.194
C 2.652 -1.162 -0.477
N 1.632 -1.219 0.381
H -0.640 -2.918 3.834
H 0.761 -3.860 3.265
H 0.993 -2.524 4.395
H -3.931 -0.823 3.401
H -6.407 -0.827 3.453
H -7.681 -0.850 1.338
H -6.496 -0.822 -0.828
H -4.022 -0.779 -0.877
H 3.095 -2.903 2.887
H 5.001 -2.812 1.285
H 4.676 -1.689 -0.920
H 2.475 -0.637 -1.405
C 4.754 2.737 5.190
C 3.794 2.695 4.034
C 2.789 3.649 3.902
C 1.893 3.606 2.848
C 2.013 2.587 1.911
C 3.014 1.628 2.008
C 3.901 1.697 3.067
S 0.758 2.476 0.700
O 1.188 1.383 -0.281
O 0.485 3.747 0.140
O -0.402 1.759 1.349
H 4.615 3.632 5.791
H 5.786 2.716 4.842
H 4.609 1.870 5.837
H 2.710 4.444 4.632
H 1.121 4.357 2.745
H 3.131 0.879 1.237
H 4.704 0.973 3.137
*
```

---

Below is a 2-piece molecular cluster, C21H19N5O4 overall, with properties calculated with ωB97M-V/def2-TZVPD.

Values from the calculation:
E_LUMO = -2.491 eV
gap between HOMO and LUMO = 5.15 eV
energy above the lowest of the compared OMol25 structures with the same formula, charge and spin = 11.487 eV

ORCA input file:
```
! RIJCOSX wB97M-V def2-TZVPD def2/J DEFGRID3
* xyz 0 1
N 2.317 -2.109 1.363
C 1.184 -1.930 1.600
C -0.216 -1.758 1.888
C -0.770 -0.472 2.062
C -2.097 -0.378 2.505
N -2.708 0.665 3.199
O -2.421 1.835 3.394
O -3.880 0.097 3.787
N -4.021 -1.222 3.439
C -2.927 -1.500 2.679
C -2.408 -2.798 2.298
N -3.204 -4.000 2.246
O -4.445 -3.967 2.350
O -2.564 -5.066 2.068
C -1.037 -2.900 2.021
H -0.170 0.435 1.982
H -0.587 -3.884 1.898
C 2.254 -2.114 -2.514
C 0.907 -2.292 -3.229
C -0.022 -1.185 -2.706
N 0.822 -0.289 -1.944
C 0.287 0.791 -1.289
C -1.038 0.846 -0.914
C -1.620 2.068 -0.334
C -0.618 2.753 0.623
C 0.742 2.870 0.015
C 1.152 1.951 -0.975
C 2.339 2.210 -1.674
C 3.220 3.196 -1.237
C 2.864 4.026 -0.160
C 1.618 3.869 0.446
C 2.162 -0.807 -1.710
H 2.460 -2.942 -1.829
H 3.079 -2.039 -3.229
H 1.035 -2.175 -4.310
H 0.465 -3.272 -3.031
H -0.528 -0.655 -3.531
H -0.816 -1.618 -2.076
H -1.712 0.030 -1.173
H -1.872 2.806 -1.119
H -2.544 1.829 0.205
H -0.999 3.739 0.922
H -0.551 2.160 1.548
H 2.570 1.632 -2.569
H 4.177 3.320 -1.741
H 3.539 4.813 0.173
H 1.300 4.533 1.253
H 2.346 -1.001 -0.641
H 2.939 -0.101 -2.026
*
```

---

Below is C21H19NO3 in the gas phase, with properties calculated with ωB97M-V/def2-TZVPD.

Values from the calculation:
SMILES = COC(=O)CC/C(=C1/C=C(c2ccccc2)NC1=O)c1ccccc1
E_LUMO = -0.412 eV
gap between HOMO and LUMO = 7.26 eV
energy above the lowest of the compared OMol25 structures with the same formula, charge and spin = 1.851 eV

ORCA input file:
```
! RIJCOSX wB97M-V def2-TZVPD def2/J DEFGRID3
* xyz 0 1
O 0.155 0.776 -2.967
O 2.717 4.097 1.033
O 2.994 4.468 -1.221
C -0.111 -0.047 -2.096
C 2.596 3.749 -0.140
C -0.702 -1.283 -0.250
C -0.699 -2.107 -1.351
C -0.368 0.063 -0.659
C -0.154 1.138 0.184
C -1.870 -6.232 -1.557
C -1.475 1.240 4.279
C -1.413 -5.582 -2.703
C -1.918 -5.544 -0.344
C -2.335 0.803 3.271
C -0.160 1.544 4.000
C -0.920 -4.279 -2.593
C -1.562 -4.179 -0.270
C -1.864 0.773 1.971
C 0.319 1.470 2.687
C -1.065 -3.560 -1.415
C -0.542 1.132 1.648
N -0.259 -1.341 -2.440
C 3.978 5.485 -0.975
C 1.979 2.373 -0.323
C 0.422 2.440 -0.334
H -0.957 -1.580 0.777
H -2.255 -7.250 -1.603
H -1.811 1.291 5.297
H -1.396 -6.091 -3.673
H -2.264 -6.132 0.515
H -3.319 0.453 3.515
H 0.473 1.858 4.831
H -0.517 -3.765 -3.522
H -1.700 -3.660 0.679
H -2.541 0.524 1.128
H 1.346 1.676 2.449
H -0.407 -1.636 -3.374
H 4.166 6.033 -1.916
H 3.624 6.214 -0.215
H 4.909 5.021 -0.639
H 2.360 1.769 0.504
H 2.385 1.913 -1.217
H 0.059 2.731 -1.308
H 0.102 3.234 0.340
*
```

---

Below is C21H20BrCoN4O2S as an isolated structure, with properties calculated with ωB97M-V/def2-TZVPD.

Values from the calculation:
E_LUMO (alpha / beta) = -3.822 / -3.458 eV
gap between HOMO and LUMO (alpha / beta) = 7.64 / 8.00 eV
energy above the lowest of the compared OMol25 structures with the same formula, charge and spin = 1.493 eV

ORCA input file:
```
! RIJCOSX wB97M-V def2-TZVPD def2/J DEFGRID3
* xyz 1 2
Co -1.394 0.165 0.005
C 1.644 -2.414 1.369
C 0.320 -1.912 0.894
N -0.327 -0.938 1.414
N 0.059 -0.273 2.521
C -0.756 0.720 2.954
N -0.367 1.390 4.037
S -2.212 1.044 2.183
C -0.398 -2.550 -0.228
C -0.010 -3.769 -0.758
C -0.784 -4.345 -1.755
C -1.920 -3.685 -2.185
C -2.230 -2.460 -1.610
N -1.491 -1.902 -0.662
H 2.215 -1.624 1.856
H 2.228 -2.769 0.522
H 1.518 -3.237 2.077
H 0.977 -0.406 2.917
H 0.527 1.251 4.476
H -0.941 2.151 4.355
H 0.874 -4.272 -0.394
H -0.498 -5.296 -2.182
H -2.558 -4.102 -2.951
H -3.105 -1.911 -1.935
C -3.704 0.859 -0.931
C -4.266 1.886 -0.180
C -3.670 3.136 -0.160
C -2.503 3.371 -0.878
C -1.950 2.365 -1.648
C -2.547 1.095 -1.689
H -4.219 -0.092 -0.995
H -5.168 1.703 0.389
H -4.118 3.932 0.421
H -2.036 4.346 -0.854
H -1.073 2.558 -2.252
H -2.220 0.384 -2.438
Br 2.925 -1.124 -2.475
C 3.377 0.252 -1.248
C 4.740 0.469 -1.088
C 5.197 1.430 -0.206
C 4.299 2.192 0.525
C 2.944 1.980 0.367
C 2.448 1.015 -0.515
C 0.955 0.857 -0.514
O 0.347 0.055 -1.276
O 0.293 1.491 0.354
H 5.441 -0.121 -1.661
H 6.262 1.584 -0.091
H 4.657 2.950 1.208
H 2.221 2.570 0.915
*
```

---

Below is C21H20Cl2FeZn as an isolated structure, with properties calculated with ωB97M-V/def2-TZVPD.

Values from the calculation:
E_LUMO = 3.784 eV
gap between HOMO and LUMO = 1.24 eV

ORCA input file:
```
! RIJCOSX wB97M-V def2-TZVPD def2/J DEFGRID3
* xyz -2 1
Cl 4.897 0.543 2.112
Zn 3.859 1.390 0.476
Cl 2.480 2.056 -0.997
C -0.034 -1.404 1.950
C 0.298 -2.007 0.776
C -0.915 -1.929 -0.195
C -1.826 -0.971 0.564
C -1.294 -0.695 1.835
C -1.920 0.228 2.692
C -3.112 0.834 2.286
C -3.598 0.629 0.978
C -2.923 -0.240 0.099
H 0.522 -1.416 2.874
H 1.155 -2.659 0.569
H -1.362 -2.943 -0.136
H -1.477 0.429 3.666
H -3.676 1.462 2.985
H -4.503 1.146 0.635
H -3.229 -0.292 -0.946
C -0.454 0.040 -1.773
C -0.835 -1.483 -1.613
C -0.092 -2.328 -2.651
C -0.239 -3.764 -2.835
C 0.723 -4.185 -3.845
C 1.409 -2.999 -4.333
C 0.882 -1.849 -3.622
Fe -0.537 -2.857 -4.567
C -1.630 -1.528 -5.517
C -2.449 -2.608 -4.982
C -1.952 -3.858 -5.534
C -0.839 -3.553 -6.412
C -0.636 -2.116 -6.402
H -1.183 0.630 -1.211
H 0.546 0.250 -1.366
H -0.527 0.401 -2.818
H -1.878 -1.543 -1.964
H -0.901 -4.396 -2.241
H 0.936 -5.210 -4.128
H 2.230 -2.942 -5.035
H 1.173 -0.799 -3.680
H -1.801 -0.467 -5.360
H -3.337 -2.488 -4.367
H -2.400 -4.839 -5.388
H -0.304 -4.267 -7.036
H 0.076 -1.564 -7.012
*
```

---

Below is C21H20ClN5OS in the gas phase, with properties calculated with ωB97M-V/def2-TZVPD.

Values from the calculation:
SMILES = CCN1c2ncc(CSc3ccnc(C)c3)cc2C(=O)Nc2c(C)cc(Cl)nc21
E_LUMO = -0.053 eV
gap between HOMO and LUMO = 8.37 eV
energy above the lowest of the compared OMol25 structures with the same formula, charge and spin = 0.164 eV

ORCA input file:
```
! RIJCOSX wB97M-V def2-TZVPD def2/J DEFGRID3
* xyz 0 1
O -0.426 -0.239 -2.497
Cl -3.675 3.883 3.438
N 1.761 1.933 1.068
N -1.893 3.333 1.571
N 1.380 -5.500 -0.954
S 3.075 -2.418 1.908
C -0.450 0.572 -1.568
C 2.661 -5.606 -0.514
C 2.674 0.935 1.205
C -3.109 3.035 2.013
C 0.753 1.836 0.199
C -1.396 2.685 0.515
C 0.609 -4.501 -0.505
C 3.220 -4.659 0.356
C 1.088 -3.565 0.402
C -3.881 2.065 1.391
C 1.574 -0.348 -0.494
C 2.394 -3.647 0.835
C 0.620 0.683 -0.593
C -2.179 1.749 -0.218
C -3.442 1.383 0.249
C 2.639 -0.233 0.422
N -1.688 1.141 -1.393
N -0.097 2.902 0.133
C -0.777 -4.355 -1.068
C -4.285 0.307 -0.363
C 3.668 -1.288 0.637
C -0.040 5.214 -0.891
C 0.482 4.286 0.201
H 3.314 -6.407 -0.821
H 3.452 1.088 1.945
H 4.234 -4.723 0.743
H 0.453 -2.776 0.735
H -4.853 1.850 1.839
H 1.521 -1.246 -1.099
H -2.349 0.831 -2.099
H -1.078 -5.336 -1.444
H -1.487 -4.024 -0.301
H -0.805 -3.614 -1.865
H -4.113 0.233 -1.440
H -5.359 0.530 -0.207
H -4.006 -0.669 0.040
H 4.605 -0.803 0.926
H 3.869 -1.805 -0.277
H 0.407 6.213 -0.725
H -1.151 5.291 -0.793
H 0.244 4.850 -1.870
H 1.579 4.234 0.033
H 0.263 4.698 1.196
*
```

---

Below is C21H20F9MoN3O10P2 as an isolated structure, with properties calculated with ωB97M-V/def2-TZVPD.

Values from the calculation:
E_LUMO = -8.168 eV
gap between HOMO and LUMO = 5.70 eV
energy above the lowest of the compared OMol25 structures with the same formula, charge and spin = 0.761 eV

ORCA input file:
```
! RIJCOSX wB97M-V def2-TZVPD def2/J DEFGRID3
* xyz 2 1
Mo 0.192 0.073 0.018
C 2.736 2.940 -4.169
O 1.859 2.343 -3.219
C 0.761 2.993 -2.851
C 0.245 4.142 -3.457
C -0.906 4.758 -2.977
C -1.557 4.281 -1.860
C -1.071 3.131 -1.218
C -1.613 2.690 0.012
N -1.199 1.638 0.670
N -1.753 1.408 1.865
C -1.216 0.385 2.446
O -0.231 -0.201 1.763
C -1.645 -0.105 3.732
C -0.957 -1.171 4.325
C -1.367 -1.658 5.547
C -2.471 -1.098 6.179
C -3.150 -0.032 5.600
C -2.749 0.469 4.379
C 0.058 2.456 -1.751
O 0.443 1.337 -1.152
H 3.605 2.290 -4.196
H 2.281 2.992 -5.161
H 3.042 3.937 -3.843
H 0.745 4.564 -4.314
H -1.281 5.634 -3.484
H -2.433 4.783 -1.475
H -2.397 3.277 0.487
H -0.114 -1.596 3.799
H -0.834 -2.469 6.019
H -2.813 -1.503 7.119
H -3.998 0.400 6.108
H -3.278 1.282 3.908
N 3.494 -2.383 1.153
C 3.382 -1.797 -0.224
C 4.502 -2.254 -1.132
P 3.345 0.056 -0.049
O 4.395 0.176 1.156
O 3.609 0.881 -1.210
O 1.940 0.279 0.630
P 1.676 -2.160 -0.832
O 1.847 -3.621 -1.373
O 1.199 -1.102 -1.777
O 0.824 -2.067 0.430
H 3.996 -1.725 1.769
H 3.987 -3.283 1.147
H 2.530 -2.526 1.509
H 5.472 -1.907 -0.774
H 4.339 -1.831 -2.123
H 4.515 -3.340 -1.226
H 4.916 0.988 1.123
H 1.121 -4.051 -1.839
F -1.945 -2.332 1.117
C -2.962 -1.957 0.330
F -3.757 -2.994 0.162
F -3.623 -0.997 0.975
C -2.384 -1.402 -1.011
O -1.277 -0.647 -0.725
C -1.980 -2.577 -1.947
F -1.189 -3.437 -1.276
F -1.265 -2.123 -2.970
F -3.024 -3.241 -2.403
C -3.436 -0.475 -1.717
F -4.664 -0.945 -1.618
F -3.131 -0.309 -2.995
F -3.389 0.731 -1.131
*
```

---

Number 1: E -2251.43555 Ha. Number 2: E -3599.70463 Ha. Number 3: E -1386.06747 Ha. Number 4: E -1092.09884 Ha. Number 5: E -5536.53232 Ha. Number 6: E -4775.56291 Ha. Number 7: E -2019.66651 Ha. Number 8: E -3378.34655 Ha.